No. 1
{"formula": "C5H14NS2", "method": "ωB97M-V with the def2-TZVPD basis set", "symbols": ["S", "S", "N", "C", "C", "C", "C", "C", "H", "H", "H", "H", "H", "H", "H", "H", "H", "H", "H", "H", "H", "H"], "xyz": [[1.518, 1.139, -0.951], [-0.409, -1.647, 1.703], [-1.116, 0.720, -1.248], [1.897, 0.708, 0.749], [-3.451, 0.723, -0.657], [0.179, 0.028, -1.363], [2.645, -0.611, 0.955], [-2.142, -0.053, -0.658], [2.144, -1.469, 0.528], [-3.758, 0.958, -1.668], [-0.980, 1.599, -0.739], [0.966, 0.695, 1.323], [2.494, 1.540, 1.112], [3.666, -0.582, 0.569], [0.344, -0.333, -2.374], [0.179, -0.794, -0.659], [-1.833, -0.331, 0.414], [-0.779, -2.371, 2.778], [-2.189, -0.969, -1.259], [2.641, -0.740, 2.040], [-4.238, 0.144, -0.173], [-3.328, 1.671, -0.141]], "nbo_charge": [0.410, 0.000, -0.384, -0.554, -0.617, -0.418, -0.620, -0.207, 0.210, 0.250, 0.395, 0.227, 0.257, 0.242, 0.253, 0.235, 0.229, 0.151, 0.237, 0.234, 0.244, 0.224], "multiplicity": 1, "homo_energy_ev": -13.13, "e_above_lowest_kcal_mol": 128.4, "orbital_gap_ev": 4.219, "max_force_ha_per_bohr": 0.046, "total_charge": 1}

***

No. 2
{"formula": "C5H9NO", "method": "ωB97M-V with the def2-TZVPD basis set", "symbols": ["O", "N", "C", "C", "C", "C", "C", "H", "H", "H", "H", "H", "H", "H", "H", "H"], "xyz": [[1.520, 1.953, -1.206], [1.119, 0.785, -1.149], [0.943, -1.824, 0.319], [-0.003, 0.589, -0.256], [-0.104, -0.768, 0.439], [-0.998, -0.463, -0.723], [-0.563, 1.789, 0.470], [1.801, -1.579, 0.953], [-1.288, 1.496, 1.238], [-0.552, -0.788, 1.427], [0.228, 2.356, 0.972], [-2.051, -0.296, -0.526], [-0.815, -0.962, -1.669], [0.540, -2.786, 0.653], [-1.077, 2.454, -0.233], [1.299, -1.955, -0.708]], "nbo_charge": [-0.304, 0.147, -0.610, -0.009, -0.193, -0.397, -0.622, 0.214, 0.214, 0.222, 0.229, 0.225, 0.229, 0.213, 0.220, 0.221], "multiplicity": 1, "homo_energy_ev": -9.11, "smiles": "C[C@@H]1C[C@]1(C)N=O", "e_above_lowest_kcal_mol": 83.3, "orbital_gap_ev": 9.256, "max_force_ha_per_bohr": 0.047}

***

No. 3
{"formula": "C5H20BrN10O5", "method": "ωB97M-V with the def2-TZVPD basis set", "symbols": ["Br", "O", "O", "O", "O", "O", "N", "N", "N", "N", "N", "N", "N", "N", "N", "N", "C", "C", "C", "C", "C", "H", "H", "H", "H", "H", "H", "H", "H", "H", "H", "H", "H", "H", "H", "H", "H", "H", "H", "H", "H"], "xyz": [[0.123, -0.329, 0.354], [-3.825, 2.367, 4.057], [-1.331, -4.788, 3.033], [-0.428, -0.637, -5.140], [-0.930, 4.022, 0.050], [4.427, -2.915, -2.051], [2.311, -2.215, -1.678], [-2.771, 3.146, 2.215], [0.449, 2.760, -1.161], [-2.312, 1.062, 2.958], [0.402, -3.613, 2.363], [0.308, 4.964, -1.562], [3.683, -2.452, 0.048], [0.643, 0.419, -3.479], [-1.354, -2.536, 3.188], [-0.846, -1.112, -2.991], [3.573, -2.551, -1.270], [-0.115, 3.909, -0.883], [-2.980, 2.198, 3.170], [-0.839, -3.671, 2.813], [-0.184, -0.473, -3.960], [1.281, 2.815, -1.723], [-1.674, 0.877, 2.204], [-2.206, -2.471, 3.713], [4.542, -2.598, 0.546], [2.817, -2.363, 0.554], [0.750, 0.566, -2.489], [-3.311, 3.987, 2.311], [0.201, 1.960, -0.596], [0.743, -2.668, 2.245], [-0.830, -0.898, -2.004], [1.695, -1.622, -1.139], [-0.853, -1.745, 2.808], [-2.070, 3.062, 1.493], [-1.576, -1.724, -3.316], [-2.544, 0.394, 3.676], [0.722, -4.484, 1.978], [0.072, 5.896, -1.271], [0.991, 4.856, -2.292], [1.199, 0.949, -4.128], [2.046, -2.346, -2.639]], "nbo_charge": [-0.917, -0.713, -0.717, -0.695, -0.723, -0.679, -0.878, -0.853, -0.832, -0.852, -0.838, -0.829, -0.838, -0.833, -0.826, -0.858, 0.766, 0.764, 0.765, 0.752, 0.756, 0.373, 0.426, 0.411, 0.398, 0.398, 0.404, 0.394, 0.449, 0.394, 0.421, 0.412, 0.400, 0.426, 0.394, 0.392, 0.415, 0.408, 0.377, 0.393, 0.400], "multiplicity": 1, "homo_energy_ev": -6.74, "e_above_lowest_kcal_mol": 31.1, "orbital_gap_ev": 9.091, "max_force_ha_per_bohr": 0.094, "total_charge": -1}

***

No. 4
{"formula": "C2HF2NO3", "method": "ωB97M-V with the def2-TZVPD basis set", "symbols": ["F", "F", "O", "O", "O", "N", "C", "C", "H"], "xyz": [[-0.040, -0.582, -1.563], [-1.055, -1.275, 0.784], [-2.182, 0.905, 0.073], [1.834, -1.437, 0.425], [-0.239, 1.801, -0.300], [-0.947, 0.920, 0.022], [1.211, -0.443, 0.283], [-0.274, -0.410, 0.280], [1.694, 0.521, -0.004]], "nbo_charge": [-0.470, -0.197, -0.331, -0.425, -0.291, 0.481, 0.327, 0.722, 0.185], "multiplicity": 1, "homo_energy_ev": -11.60, "e_above_lowest_kcal_mol": 43.1, "orbital_gap_ev": 9.116, "max_force_ha_per_bohr": 0.082}